91
Properties=species:S:1:pos:R:3:forces:R:3 method="wB97M-V/def2-TZVPD" total_charge=-1 total_energy_ev=-70435.225 lumo_ev=2.276 homo_ev=-7.247 orbital_gap_ev=9.522
P -22.837792 2.688281 10.649698 -0.9 0.1 1.7
F -23.813984 3.784165 9.940123 -0.7 -0.2 -0.1
F -21.641559 3.472335 9.875341 0.5 -1.4 0.1
F -22.672421 3.797060 11.874309 0.4 -0.9 -0.4
F -21.963845 1.549024 11.360916 1.9 0.9 -0.5
F -24.024486 1.989526 11.565176 -1.0 1.1 -0.6
F -23.198104 1.670336 9.461565 0.6 0.4 -0.4
C -23.547657 3.273059 15.578107 -1.3 1.1 1.4
O -23.437098 3.708846 16.731416 -0.1 -0.4 -0.7
N -24.783812 3.007079 15.027420 0.5 -0.1 0.0
N -22.512017 3.156878 14.755482 1.4 -0.4 -0.4
H -24.834440 2.320096 14.294183 -0.3 0.1 0.0
H -25.559857 3.200315 15.632456 -0.1 -0.4 0.0
H -21.645386 3.493233 15.137426 0.0 -0.1 -0.1
H -22.558818 2.920538 13.779410 -0.2 0.2 -0.1
C -23.307865 7.053559 8.370159 -1.0 2.3 1.7
O -23.211542 8.248904 8.062918 0.0 -1.1 -0.8
N -24.446847 6.530597 8.907552 0.4 -1.1 -0.3
N -22.242049 6.236975 8.426741 1.6 0.2 -0.8
H -24.231819 5.785695 9.549155 -0.9 -0.2 0.1
H -25.296054 7.051999 8.988999 0.1 0.3 0.1
H -22.124087 5.351112 8.891725 -0.5 0.1 0.0
H -21.412940 6.776967 8.226360 0.1 -0.4 0.0
C -25.637436 2.996317 6.342676 -0.5 -0.2 -0.7
O -26.204460 2.980135 5.252178 0.1 0.0 0.4
N -25.106137 4.121196 6.885139 0.1 0.0 0.1
N -25.514124 1.894046 7.140444 0.1 0.2 0.2
H -24.494423 4.068663 7.677644 -0.1 0.2 0.1
H -25.316746 5.009682 6.473887 0.1 0.0 -0.1
H -25.700908 0.983626 6.765641 0.1 0.0 -0.1
H -25.049563 2.010968 8.023921 0.0 -0.4 0.1
C -23.548292 -1.350805 8.727160 0.1 -0.1 0.5
C -22.827605 -0.925259 7.454678 -0.3 -0.3 0.0
C -21.401811 -1.466985 7.315195 -0.2 0.1 1.1
O -23.571715 -1.310724 6.300671 -0.4 0.0 -0.4
H -24.584188 -1.013425 8.677546 0.0 0.2 0.2
H -23.053627 -0.922955 9.602275 -0.2 0.3 -0.1
H -23.594519 -2.417118 8.975422 0.2 -0.2 -0.6
H -22.922567 0.162001 7.459114 0.6 0.1 -0.2
H -20.685096 -0.974939 7.978582 -0.1 0.3 -0.1
H -21.032609 -1.418989 6.294763 -0.1 -0.1 0.0
H -21.435908 -2.486124 7.711576 0.2 -0.2 -0.5
H -23.901388 -2.210001 6.390158 0.1 0.0 0.2
C -25.901553 5.748426 12.381141 0.0 -0.8 -0.2
C -26.565323 4.387746 12.189145 0.1 0.1 0.5
C -28.073708 4.437722 12.380353 0.5 -0.9 0.1
O -26.252036 3.768717 10.950757 0.1 0.5 -0.1
H -24.871371 5.543968 12.081554 0.2 0.8 0.1
H -25.950845 5.994684 13.442585 0.2 0.1 0.0
H -26.384136 6.553617 11.826170 0.2 -0.1 -0.3
H -26.083350 3.742360 12.932342 -0.4 0.1 0.4
H -28.357890 3.453014 12.758242 -0.4 0.1 -0.2
H -28.547035 4.605851 11.413501 -0.1 0.2 0.1
H -28.365850 5.173102 13.128098 0.0 0.1 -0.1
H -25.287986 3.626729 10.991997 -0.9 -0.1 -0.3
C -20.959018 -2.765729 13.256508 2.3 0.6 -0.1
C -20.992714 -1.594725 14.257522 -3.2 -1.8 -0.7
C -22.320533 -0.870105 14.076904 0.4 0.6 -0.8
O -21.015639 -2.234137 15.561210 1.3 1.3 -0.3
H -19.923532 -3.123140 13.346785 -0.1 -0.4 -0.1
H -20.985992 -2.413542 12.223519 -0.6 -0.1 0.0
H -21.592871 -3.617218 13.480027 -0.5 0.4 0.0
H -20.240124 -0.865751 13.954559 0.7 -0.2 1.0
H -22.203828 -0.372780 13.107606 -0.3 0.3 0.1
H -22.477943 -0.100755 14.833062 -0.1 -0.1 0.1
H -23.190427 -1.509318 13.932697 0.1 -0.3 0.5
H -20.093077 -2.244092 15.843005 -0.2 -0.2 0.3
C -18.412530 2.011855 6.231381 1.1 -0.4 -0.5
C -19.409030 2.389591 7.315279 0.3 -0.6 -0.3
C -19.041290 1.725466 8.656534 -1.3 0.0 -0.2
O -19.507405 3.816941 7.380808 0.0 -0.6 0.5
H -18.693661 1.140279 5.633864 -0.6 0.2 0.0
H -17.439750 1.656068 6.589077 0.0 0.5 0.5
H -18.199256 2.831147 5.544651 -0.3 0.1 0.0
H -20.353973 1.962533 6.967576 -0.3 0.2 0.3
H -18.386916 2.346784 9.265421 0.5 -0.3 -0.3
H -18.714684 0.708328 8.438206 0.7 0.2 0.2
H -19.929571 1.549681 9.270851 -0.1 0.3 0.0
H -20.020739 3.961764 8.186077 0.0 0.3 -0.1
C -27.414524 0.757843 11.930431 -0.4 -0.1 0.0
C -26.465530 -0.236900 11.261412 -0.2 1.3 0.7
C -25.710740 -1.020400 12.320803 -0.4 -0.4 -0.2
O -27.192482 -1.091256 10.404613 0.1 -1.4 0.1
H -26.981005 1.310405 12.765851 0.4 0.3 -0.4
H -28.265684 0.260593 12.405830 -0.1 -0.3 -0.3
H -27.772623 1.432869 11.152742 -0.1 0.3 0.3
H -25.755984 0.351664 10.672477 0.2 -0.1 0.0
H -24.958886 -1.657709 11.854607 0.1 -0.1 0.2
H -26.404642 -1.621389 12.914528 0.0 -0.2 -0.2
H -25.255044 -0.350003 13.048198 0.3 0.2 -0.3
H -27.714235 -0.646669 9.734695 0.2 0.6 0.1